# 1
15
Properties=species:S:1:pos:R:3 method="wB97M-V/def2-TZVPD" de_lowest_ev=5.280 homo_energy_ev=-8.246
O -1.8779 0.9796 1.0609
C -0.9595 -0.4524 0.6061
C -0.7161 -0.4521 -0.8991
C 0.6946 0.0685 -0.5690
C 1.9353 -0.2064 -1.2857
O 1.3350 1.0905 -1.3102
C 0.3357 0.1200 0.8844
H -2.2852 1.4045 0.2857
H -1.5451 -1.1904 1.1475
H -1.3376 0.2099 -1.5114
H -0.7416 -1.4596 -1.3272
H 2.8716 -0.2676 -0.7308
H 1.9222 -0.7503 -2.2323
H -0.7354 1.2002 1.0921
H 0.9736 -0.0869 1.7394

***

# 2
108
Properties=species:S:1:pos:R:3 method="wB97M-V/def2-TZVPD" homo_energy_ev=-12.036 charge=+1
C -3.6204 4.9964 4.9737
C -3.2778 4.3891 3.5279
O -2.3763 4.9440 2.8907
O -4.0572 3.3080 3.0821
C -3.2817 2.3445 2.3384
C -3.5016 0.8294 2.8307
N -2.4879 -0.0105 2.1559
C -1.2237 -0.2240 2.4984
N -0.2739 -1.0528 1.7557
C 0.9266 -0.9298 2.5065
N 2.1443 -1.6001 2.1046
C 3.1691 -0.8254 2.3089
S 4.3110 0.3402 2.1538
N 0.7083 -0.1015 3.6442
N -0.5926 0.3149 3.6526
P -1.0951 1.3259 5.0001
S -2.1131 0.4231 6.3852
H -3.9280 6.0861 4.8193
H -2.7135 4.9340 5.6479
H -4.4662 4.4294 5.4653
H -3.6737 2.3817 1.2619
H -2.1645 2.5324 2.3352
H -3.5702 0.7093 3.9557
H -4.5253 0.5209 2.4233
H -2.7982 -0.4692 1.2752
H 1.4376 0.1280 4.3239
H 0.0923 1.8776 5.6197
H -1.8523 2.4561 4.5551
C -0.0276 -1.5113 -2.8367
C 0.0517 -0.0347 -2.5915
O -1.2965 0.3077 -2.2841
C -1.9040 -0.8173 -1.8303
O -2.9899 -0.8449 -1.3258
O -1.1231 -1.9098 -2.0172
H 0.8849 -2.0327 -2.5475
H -0.2590 -1.7518 -3.8776
H 0.6845 0.2156 -1.7354
H 0.4041 0.5150 -3.4643
C 6.9309 -1.6353 -1.5598
C 6.1935 -0.3963 -1.1539
O 5.5099 -0.0246 -2.3468
C 5.3761 -1.1478 -3.0989
O 4.7040 -1.2225 -4.0866
O 6.1026 -2.1761 -2.5860
H 7.0443 -2.3431 -0.7379
H 7.9168 -1.4174 -1.9786
H 5.4545 -0.5868 -0.3684
H 6.8686 0.4054 -0.8228
C 6.4300 -2.2979 -7.9334
C 6.3647 -1.1654 -6.9522
O 7.4422 -0.3292 -7.3574
C 7.6853 -0.5942 -8.6699
O 8.4133 0.0489 -9.3629
O 6.9902 -1.6863 -9.0892
H 5.4478 -2.7174 -8.1528
H 7.0934 -3.1019 -7.6021
H 5.4314 -0.6008 -7.0262
H 6.4962 -1.4972 -5.9227
C 10.9466 0.7645 -2.1621
C 11.2765 2.1037 -1.5747
O 9.9956 2.6265 -1.2369
C 9.1598 1.5721 -1.0797
O 8.0497 1.6506 -0.6317
O 9.7378 0.4150 -1.4932
H 11.7234 0.0230 -1.9752
H 10.7542 0.8137 -3.2371
H 11.8778 2.0261 -0.6648
H 11.7887 2.7553 -2.2827
C -6.5710 -1.0404 -2.4580
C -5.7891 -0.9888 -3.7302
O -6.4009 -1.9932 -4.5274
C -7.6696 -2.1594 -4.0554
O -8.5105 -2.8064 -4.5985
O -7.8506 -1.4894 -2.8811
H -6.6431 -0.0659 -1.9739
H -6.1619 -1.7625 -1.7450
H -5.8843 -0.0261 -4.2405
H -4.7317 -1.2061 -3.5772
C -5.2145 -3.0786 6.9470
C -5.9848 -3.4483 5.7156
O -6.3097 -2.1798 5.1517
C -5.3949 -1.2894 5.6094
O -5.2811 -0.1672 5.1951
O -4.6249 -1.8300 6.5927
H -4.4488 -3.8134 7.1967
H -5.8603 -2.9294 7.8169
H -5.3847 -4.0073 5.0020
H -6.8851 -4.0154 5.9416
C -1.1591 5.5477 -0.3028
C -1.2218 6.6883 0.6679
O -0.1526 7.5270 0.2465
C 0.0808 7.2518 -1.0653
O 0.7989 7.8914 -1.7706
O -0.6124 6.1506 -1.4687
H -2.1411 5.1211 -0.5100
H -0.4884 4.7500 0.0310
H -2.1590 7.2477 0.5965
H -1.0798 6.3666 1.6977
C -5.8562 -4.9112 0.7670
C -4.5524 -5.1363 1.4739
O -4.8953 -4.9446 2.8422
C -6.2312 -5.1808 2.9581
O -6.8123 -5.2700 3.9988
O -6.8175 -5.3026 1.7396
H -5.9507 -5.5133 -0.1370
H -6.0191 -3.8600 0.5121
H -4.1751 -6.1541 1.3432
H -3.7813 -4.4304 1.1633

***

Gap between HOMO and LUMO (computed, eV): 9.02, 7.62